Computed, not measured: C3H5NS in the gas phase in a non-equilibrium geometry, with ωB97M-V/def2-TZVPD.

## Properties
HOMO energy = -8.57 eV
strongest force on any atom = 2.2 eV Å⁻¹
multiplicity = 1
structure (SMILES) = C=CNC=S
HOMO-LUMO gap = 8.901 eV
energy above the lowest of the compared OMol25 structures with the same formula, charge and spin = 16.8 kcal/mol

Structure (XYZ):
```
10
Properties=species:S:1:pos:R:3:forces:R:3
C -0.485051 1.899609 0.832142 -0.4 0.9 0.7
C 0.651127 1.620454 0.232727 0.4 -1.8 -1.2
N 1.109971 0.305330 -0.230759 1.1 1.3 -0.3
C 0.610362 -0.969027 -0.390524 -0.8 1.8 0.9
S -0.963947 -1.422687 -0.210123 1.0 0.1 0.0
H -1.183633 1.139638 1.155974 0.0 0.1 -0.3
H -0.687943 2.962277 1.067868 0.1 -0.9 0.0
H 1.393705 2.373682 -0.047354 -0.4 -0.2 0.2
H 2.027089 0.476830 -0.672005 -0.7 -0.8 0.6
H 1.445505 -1.632964 -0.573271 -0.1 -0.4 -0.4
```
Positions in Å, forces in eV/Å.


Computed, not measured: a molecular structure, C3H5AuO2 in a non-equilibrium geometry, with ωB97M-V/def2-TZVPD.

## Properties
HOMO energy (spin up / spin down) = -13.47 / -16.42 eV
strongest force on any atom = 2.8 eV Å⁻¹
multiplicity = 4
HOMO-LUMO gap (spin up / spin down) = 8.335 / 9.093 eV
energy above the lowest of the compared OMol25 structures with the same formula, charge and spin = 0.0 kcal/mol
total charge = +1

Structure (XYZ):
```
11
Properties=species:S:1:pos:R:3:forces:R:3
H 1.354339 1.470883 0.644258 0.6 -0.5 -0.7
O 0.098136 -1.145988 -0.366033 0.0 -1.2 0.2
C 0.039091 -0.013983 -0.973288 -2.5 -0.6 1.2
O -1.144300 0.560389 -0.816583 2.3 1.0 -1.2
C -1.725566 0.697945 0.426437 -1.4 -0.9 0.3
H -2.577848 1.372276 0.406057 0.4 0.1 -0.1
H -1.853334 -0.230465 0.979826 0.4 0.2 0.2
C 1.524017 -1.576997 -0.169491 -1.9 -1.9 0.1
H 1.525451 -2.018007 0.838758 0.4 0.7 -0.2
H 1.669822 -2.402160 -0.882442 0.5 0.7 -0.2
Au 2.062890 0.351677 -0.533837 1.1 2.3 0.5
```
Positions in Å, forces in eV/Å.


Computed, not measured: 6 unconnected molecules or ions with the total composition C4H17NO7 in a non-equilibrium geometry, with ωB97M-V/def2-TZVPD.

## Properties
HOMO energy = -9.78 eV
strongest force on any atom = 5.0 eV Å⁻¹
multiplicity = 1
structure (SMILES) = CCC(=O)NC=O.O.O.O.O.O
HOMO-LUMO gap = 9.766 eV
energy above the lowest of the compared OMol25 structures with the same formula, charge and spin = 37.4 kcal/mol

Structure (XYZ):
```
29
Properties=species:S:1:pos:R:3:forces:R:3
C 1.535032 1.749060 -0.845826 -0.2 2.2 -1.5
C 1.541797 0.258296 -0.456060 -3.2 3.1 -1.1
C 1.550850 -0.482257 -1.699541 1.0 -4.6 -1.6
O 2.323537 -1.469861 -1.770672 -1.7 2.1 -0.7
N 0.705368 -0.189368 -2.828114 -0.5 -0.2 -0.7
C -0.460140 0.646543 -2.863929 1.4 0.8 1.0
O -0.867598 1.243274 -3.827911 0.1 -1.1 0.0
H 0.524268 2.103905 -0.783872 -0.7 0.0 0.0
H 2.003430 2.471163 -0.192723 0.6 -0.3 0.6
H 1.830359 2.165404 -1.920804 -0.1 -1.8 2.0
H 2.277665 -0.030474 0.159644 3.7 -1.0 1.3
H 0.703614 -0.004198 0.238228 0.1 0.6 -1.6
H 0.882913 -0.691398 -3.746865 0.2 0.9 1.9
H -0.881303 0.848538 -1.855462 0.1 -0.4 -0.3
O -2.626718 -0.082149 1.041439 1.2 -2.2 -1.1
H -2.497335 -0.280991 0.079952 -0.7 0.5 1.1
H -3.345328 0.471221 1.235425 -1.6 1.2 -0.2
O -0.619264 1.470221 1.050410 -0.4 2.5 -1.6
H -1.184666 0.737942 1.116453 -1.7 -1.3 0.0
H -0.005719 1.244151 1.693563 2.1 0.0 2.0
O 0.743527 -0.114154 2.755879 2.4 -1.2 3.5
H 1.506786 -0.407372 2.242819 -0.2 0.0 -0.7
H 1.212563 -0.292794 3.687574 -2.1 0.8 -2.5
O -0.683739 -1.566057 -0.070430 -1.2 -1.5 1.7
H -0.141873 -2.348377 -0.186896 0.8 -0.1 -1.0
H -1.155439 -1.969504 0.730633 0.3 0.9 -1.1
O -1.575335 -2.215031 2.513873 -0.3 1.0 -0.9
H -0.921043 -1.500654 2.353189 -0.1 -0.4 0.8
H -2.376208 -1.765080 2.150023 0.5 -0.5 0.6
```
Positions in Å, forces in eV/Å.


Computed, not measured: 2 unconnected molecules or ions with the total composition C5H11NO in a non-equilibrium geometry, with ωB97M-V/def2-TZVPD.

## Properties
HOMO energy = -9.85 eV
strongest force on any atom = 4.0 eV Å⁻¹
multiplicity = 1
structure (SMILES) = CC(C)C.N=C=O
HOMO-LUMO gap = 10.591 eV
energy above the lowest of the compared OMol25 structures with the same formula, charge and spin = 59.5 kcal/mol

Structure (XYZ):
```
18
Properties=species:S:1:pos:R:3:forces:R:3
C -0.916636 -0.197347 -0.790249 -1.8 1.7 0.8
C 0.394074 0.594784 -0.797810 0.0 -0.1 0.2
C 1.612543 -0.298688 -0.553708 -0.1 0.2 -0.1
C 0.347244 1.731158 0.225773 0.0 -0.1 -0.2
H -1.524315 -0.214256 0.273398 2.1 -0.3 -3.1
H -1.731751 0.436944 -1.171050 0.3 0.2 -0.7
H -0.888639 -1.044641 -1.473218 -0.1 -0.4 0.5
H 0.503212 1.036550 -1.794603 0.0 0.0 0.0
H 1.606239 -0.702210 0.457349 0.0 -0.1 0.1
H 1.634799 -1.131351 -1.256883 0.0 -0.1 0.0
H 2.532272 0.273240 -0.681986 0.0 0.0 0.0
H 1.261557 2.324703 0.192448 0.0 0.0 0.0
H -0.499460 2.392836 0.037860 0.0 0.0 0.0
H 0.238299 1.327197 1.233728 0.0 0.0 0.1
N -1.665668 -1.032476 1.690695 0.5 -0.2 -0.2
C -0.852198 -1.720426 1.034514 -1.2 -1.7 3.4
O -0.172750 -2.610399 0.704594 -0.2 1.2 -0.8
H -1.878823 -1.165619 2.669149 0.4 -0.6 0.0
```
Positions in Å, forces in eV/Å.


Computed, not measured: a molecular structure, C33H48BrN7PdS2SbSi3 in a non-equilibrium geometry, with ωB97M-V/def2-TZVPD.

## Properties
HOMO energy (spin up / spin down) = -9.26 / -9.23 eV
strongest force on any atom = 2.0 eV Å⁻¹
multiplicity = 1
HOMO-LUMO gap (spin up / spin down) = 5.537 / 5.549 eV
energy above the lowest of the compared OMol25 structures with the same formula, charge and spin = 5.7 kcal/mol
total charge = +1

Structure (XYZ):
```
96
Properties=species:S:1:pos:R:3:forces:R:3
Pd 0.320788 -0.494021 -0.753449 1.1 -0.8 -0.7
N 2.226181 -0.166906 -3.764071 0.0 0.2 0.1
C 1.958828 -1.464963 -3.495046 0.0 0.2 0.1
N 1.263220 -1.855065 -2.455928 0.1 0.0 0.3
C 1.140758 -3.232030 -2.445722 -0.1 -0.1 0.0
C 1.759651 -3.881035 -3.459425 0.0 0.1 0.1
S 2.515967 -2.744741 -4.507271 0.0 -0.1 -0.1
C 0.291524 -3.853564 -1.423649 0.1 0.1 0.0
C -0.068712 -5.157065 -1.394616 0.0 0.1 0.1
S -1.078297 -5.453835 -0.034711 0.0 -0.1 0.0
C -0.964750 -3.782765 0.379577 -0.1 0.1 0.1
N -0.218835 -3.058945 -0.409865 -0.1 -0.2 0.0
N -1.588800 -3.308079 1.490636 0.0 0.0 0.0
H 2.257151 0.428565 -2.921747 0.0 -0.1 -0.1
H 2.955223 0.009271 -4.436418 0.0 0.0 0.0
H 1.799741 -4.936801 -3.658807 0.0 0.0 0.0
H 0.190831 -5.942665 -2.080708 0.0 0.0 0.0
H -2.343587 -3.836046 1.892464 0.0 0.0 0.0
H -1.661103 -2.306685 1.568816 0.0 0.0 0.0
C 0.428456 -1.405290 2.990956 -0.1 -0.2 -0.2
Sb 0.679473 0.348247 1.788589 0.3 0.8 1.8
C 2.139940 -0.236296 0.337791 -1.3 0.5 -1.1
C 2.855748 1.010549 -0.120586 0.0 0.0 0.1
C 3.660538 1.733239 0.769928 -0.1 0.0 0.1
C 4.322854 2.865461 0.340669 0.0 0.0 -0.1
C 4.176364 3.273777 -0.978603 0.0 0.0 0.1
C 3.360594 2.514289 -1.790299 0.0 0.0 0.0
N 2.718501 1.416238 -1.384005 0.0 -0.1 -0.1
Si 3.412018 -1.622544 0.633751 0.2 -0.2 -0.1
C 4.394444 -1.217426 2.181546 -0.1 0.1 0.0
C 4.573856 -1.602230 -0.831197 0.0 0.0 0.0
C 2.765670 -3.354256 0.861749 -0.1 0.0 0.0
C -1.361368 1.460277 1.551565 0.7 -0.6 -0.6
C -1.056231 2.229207 0.302645 -0.3 0.0 0.1
C -1.411483 3.577960 0.179855 -0.2 -0.1 -0.1
C -1.136912 4.274513 -0.977013 0.1 0.0 -0.1
C -0.510634 3.618893 -2.028634 -0.1 0.0 0.0
C -0.201316 2.288230 -1.860109 0.0 -0.1 -0.1
N -0.466066 1.605844 -0.737625 0.6 0.3 0.3
Si -1.283987 2.478467 3.179311 0.1 0.1 0.0
C -2.895832 3.373901 3.506788 -0.1 0.0 0.0
C 0.109177 3.726795 3.125337 0.1 0.0 0.0
C -0.960445 1.385877 4.663417 0.0 -0.1 0.0
Si -2.971561 0.473374 1.277089 -0.1 0.2 0.1
C -4.293314 1.712092 0.816577 0.0 0.0 0.0
C -3.463171 -0.435281 2.838819 0.1 0.0 0.0
C -2.909503 -0.750704 -0.147602 0.1 0.1 0.0
H 1.298462 -1.416033 3.645768 0.0 0.0 0.0
H 0.390664 -2.322678 2.415541 0.0 0.0 0.1
H -0.466046 -1.325295 3.602796 0.0 0.0 0.0
H 3.732548 1.418158 1.800049 0.0 0.0 0.0
H 4.937915 3.429346 1.029197 0.0 0.0 0.0
H 4.671480 4.153331 -1.362643 0.0 0.0 0.0
H 3.203296 2.796662 -2.827070 0.0 0.0 0.0
H 5.085625 -0.388527 2.035740 0.0 0.0 0.0
H 4.992644 -2.092729 2.445446 0.0 0.0 0.0
H 3.759610 -0.987593 3.039504 0.0 0.0 0.0
H 5.290489 -0.783138 -0.751096 0.0 0.0 0.0
H 4.035598 -1.483952 -1.772098 0.0 0.0 0.0
H 5.136320 -2.535839 -0.883656 0.0 0.0 0.0
H 2.001456 -3.456928 1.629420 0.0 0.0 0.0
H 3.629172 -3.944943 1.178888 0.0 0.0 0.0
H 2.391982 -3.797011 -0.057657 0.0 0.0 -0.1
H -1.914000 4.072993 0.996344 0.0 0.0 0.0
H -1.409077 5.318464 -1.057794 0.0 0.0 0.0
H -0.272173 4.119945 -2.955077 0.0 0.0 0.0
H 0.262026 1.715490 -2.653966 0.0 0.0 0.0
H -3.220180 4.018327 2.690486 0.0 0.0 0.0
H -2.774924 4.002936 4.391206 0.0 0.0 0.0
H -3.706844 2.675279 3.716175 0.0 0.0 0.0
H 0.113107 4.365176 2.243320 0.0 0.0 0.0
H 1.077117 3.225781 3.173156 0.0 0.0 0.0
H 0.030068 4.374522 4.001115 0.0 0.0 0.0
H -1.652970 0.553065 4.767157 -0.1 0.0 0.0
H -1.069098 2.010637 5.552783 0.0 0.0 0.0
H 0.057158 0.994537 4.682066 0.0 0.0 0.0
H -4.463560 2.469694 1.578097 0.0 0.0 0.0
H -5.240704 1.200592 0.635365 0.0 0.0 0.0
H -4.014643 2.220192 -0.109682 0.0 0.0 0.0
H -3.799367 0.241332 3.624105 0.0 0.0 0.0
H -2.654204 -1.037204 3.258752 0.0 0.0 0.0
H -4.294062 -1.105303 2.608820 0.0 0.0 0.0
H -3.500579 -0.373592 -0.983635 0.0 0.0 0.0
H -3.317910 -1.721830 0.133567 0.0 0.0 0.0
H -1.896535 -0.904584 -0.522774 -0.1 -0.2 0.0
Br -5.401445 -1.532696 -5.425131 -0.1 0.0 0.0
C -3.822696 -1.105923 -4.504226 0.1 0.0 0.0
C -2.917096 -2.097804 -4.171379 0.0 0.0 0.0
C -1.771046 -1.726534 -3.485233 -0.1 0.0 0.0
N -1.491893 -0.475738 -3.122525 -0.1 0.0 0.1
C -2.378710 0.459161 -3.460311 0.0 0.0 0.0
C -3.553113 0.205258 -4.149363 0.0 0.0 0.0
H -3.090309 -3.131155 -4.433975 0.0 0.0 0.0
H -1.048898 -2.482649 -3.210976 0.0 0.0 0.0
H -2.153015 1.475712 -3.159413 0.0 0.0 0.0
H -4.233229 1.007262 -4.395950 0.0 0.0 0.0
```
Positions in Å, forces in eV/Å.


Computed, not measured: a molecular structure, C6H20N10O8Zn in a non-equilibrium geometry, with ωB97M-V/def2-TZVPD.

## Properties
HOMO energy (spin up / spin down) = -11.86 / -12.02 eV
strongest force on any atom = 10.8 eV Å⁻¹
multiplicity = 2
HOMO-LUMO gap (spin up / spin down) = 9.613 / 8.791 eV
energy above the lowest of the compared OMol25 structures with the same formula, charge and spin = 0.0 kcal/mol
total charge = +1

Structure (XYZ):
```
45
Properties=species:S:1:pos:R:3:forces:R:3
Zn -0.099256 0.086163 -0.619585 -0.2 1.8 -0.2
C 2.487444 0.345213 -2.211415 -1.0 -0.8 0.5
O 2.832874 0.101583 -3.364895 1.0 -0.7 -3.8
O 1.425644 -0.070047 -1.773045 -2.9 -1.7 0.1
O 3.299184 0.936453 -1.559315 3.5 2.7 2.7
C -1.946826 -0.519267 -2.966545 6.3 0.4 4.4
O -1.603326 0.195643 -2.007695 -0.1 0.7 0.0
N -1.192196 -1.436287 -3.464235 4.4 -2.5 -0.6
N -3.064436 -0.535227 -3.427175 -10.1 1.7 -3.5
H -0.343736 -1.532767 -2.924875 0.4 -0.4 -0.7
H -1.430376 -2.083427 -4.202185 0.1 0.2 0.4
H -3.665306 0.175873 -3.035545 -0.5 -0.1 -0.6
H -3.216526 -0.951557 -4.334725 -0.6 0.3 0.3
C -1.951806 0.555473 1.890005 -0.4 -1.7 -3.4
O -1.569006 0.359183 0.737115 -0.4 0.9 0.4
N -1.399956 1.162193 2.862495 5.1 3.8 2.7
N -3.065456 0.064903 2.307815 -4.6 -2.4 1.1
H -0.682446 1.810393 2.570745 0.4 -0.2 0.6
H -1.737426 1.207083 3.813385 0.0 0.2 -0.5
H -3.806226 -0.164407 1.660685 0.2 -0.3 0.4
H -3.211166 0.189103 3.299495 -1.1 -0.3 -0.6
C 2.028024 -0.217947 1.759305 0.0 1.1 -0.6
O 1.089844 0.081493 1.005165 1.2 -0.7 1.7
N 1.976654 -0.894567 2.891395 -2.4 -1.6 1.7
N 3.282574 0.171273 1.637975 2.5 1.5 -1.7
H 2.826764 -1.070237 3.407685 -0.8 -0.3 0.1
H 1.054984 -1.200427 3.169015 0.4 -0.2 0.4
H 3.913254 0.050253 2.417525 0.0 0.2 -0.6
H 3.632254 0.602863 0.794435 -0.1 -0.1 -0.1
C 0.781004 3.226203 -0.512255 0.8 -2.4 1.0
O 0.044524 2.255023 -0.519485 -1.2 -1.2 -0.4
N 0.373384 4.413443 -0.777785 -1.5 4.4 -1.2
N 2.045724 3.158143 -0.120235 1.9 -0.2 0.8
H -0.570286 4.582223 -1.095745 0.3 -0.1 0.1
H 1.069234 5.130183 -0.926735 -0.5 0.0 -0.1
H 2.593474 3.995903 0.014795 0.0 -0.4 -0.2
H 2.500154 2.256533 -0.146495 0.0 0.2 -0.2
C -0.600716 -2.793687 0.265415 -1.6 1.4 -2.1
O -0.588766 -1.776707 -0.437215 -0.4 -2.1 -0.3
N -1.551566 -3.696497 0.254405 -2.5 -0.4 -1.0
N 0.337544 -3.135757 1.071225 4.4 -0.5 2.8
H -2.257406 -3.524097 -0.447145 -0.4 -0.6 0.5
H -1.473296 -4.501037 0.859955 -0.6 0.0 -0.7
H 0.193704 -4.016057 1.545005 0.7 0.2 -0.1
H 1.239274 -2.992797 0.639305 0.4 0.1 0.7
```
Positions in Å, forces in eV/Å.


Computed, not measured: 3 unconnected molecules or ions with the total composition C2H5N5O in a non-equilibrium geometry, with ωB97M-V/def2-TZVPD.

## Properties
HOMO energy = -8.50 eV
strongest force on any atom = 9.6 eV Å⁻¹
multiplicity = 1
HOMO-LUMO gap = 8.709 eV
energy above the lowest of the compared OMol25 structures with the same formula, charge and spin = 156.8 kcal/mol

Structure (XYZ):
```
13
Properties=species:S:1:pos:R:3:forces:R:3
C -0.210134 0.243189 -0.175898 2.8 3.8 -4.7
C 1.440760 -0.913056 0.493983 4.9 -5.6 0.6
H -2.518703 1.805207 -1.995261 1.3 -0.3 5.4
H -2.207731 2.552350 0.323096 -0.3 -3.3 -4.3
H -1.694141 -0.741155 0.912188 4.1 0.2 -0.9
H 2.348021 -2.444660 0.819436 0.6 -0.7 0.3
H 1.889410 0.602728 -0.638485 -1.5 -0.7 -0.5
N -2.217577 1.483767 -0.668727 2.3 2.8 -0.6
N -0.595698 1.280325 -0.787208 -4.1 1.8 -0.8
N -0.612775 -0.672758 0.569371 -5.4 -5.2 5.9
N 0.533474 -1.435267 1.191651 -3.5 1.1 0.0
N 1.149213 -0.128153 -0.488706 1.0 4.0 -0.9
O 2.695879 -1.632515 0.444559 -2.3 2.1 0.5
```
Positions in Å, forces in eV/Å.


Question: Which value of energy above the lowest of the compared OMol25 structures with the same formula, charge and spin does entry 4 give?
Answer: 59.5 kcal/mol


Question: Among the records above, which one has the highest strongest force on any atom?
Answer: C6H20N10O8Zn


Question: Which of these has the highest strongest force on any atom?
Answer: C6H20N10O8Zn